C31H32CdN7O4Se as an isolated structure. Source: OMol25; level of theory: wB97M-V/def2-TZVPD.

Each line ends with the Löwdin charge.
Positions of all 76 atoms, in Å:
Cd 0.40516 -0.59869 1.02603  1.41
C -2.13179 -1.43845 2.73579  -0.17
C -2.79111 -0.94922 1.43690  -0.11
C -2.45020 -1.79522 0.23616  -0.29
C -3.43334 -2.33411 -0.57818  -0.01
C -3.06312 -3.12693 -1.65240  -0.04
C -1.71959 -3.36105 -1.88846  -0.06
C -0.79929 -2.77257 -1.04411  -0.17
N -1.15219 -2.01742 -0.00250  0.02
N -0.84957 -0.77148 3.03779  -0.24
C -1.06092 0.59015 3.53920  -0.13
C 0.16158 1.48030 3.41790  -0.28
C 0.08002 2.80957 3.80660  -0.01
C 1.19814 3.61321 3.67427  -0.04
C 2.36832 3.06226 3.17230  -0.04
C 2.35765 1.72870 2.81237  -0.13
N 1.27942 0.94721 2.92685  0.06
C -0.06135 -1.55923 3.99312  -0.13
C 0.83549 -2.61537 3.37508  -0.26
C 1.21314 -3.71880 4.12752  -0.01
C 2.11597 -4.62163 3.59524  -0.03
C 2.61985 -4.40211 2.32175  -0.04
C 2.18753 -3.28717 1.63233  -0.12
N 1.31331 -2.41712 2.14615  0.03
H -1.92668 -2.50774 2.65429  0.13
H -2.81672 -1.30433 3.58188  0.13
H -2.50355 0.08628 1.22450  0.11
H -3.87300 -0.95046 1.56525  0.12
H -4.47489 -2.13810 -0.36306  0.12
H -3.81795 -3.56014 -2.29569  0.12
H -1.38619 -3.97028 -2.71601  0.11
H 0.26385 -2.89896 -1.20861  0.11
H -1.38112 0.56043 4.58997  0.14
H -1.87372 1.04856 2.97526  0.13
H -0.84890 3.20624 4.19628  0.12
H 1.15798 4.65718 3.95552  0.12
H 3.26609 3.65204 3.05466  0.11
H 3.24626 1.25429 2.41182  0.12
H -0.72253 -2.03702 4.72519  0.13
H 0.58869 -0.87865 4.54458  0.13
H 0.80438 -3.85968 5.11949  0.12
H 2.42450 -5.48660 4.16702  0.12
H 3.32977 -5.07953 1.86992  0.11
H 2.55125 -3.06222 0.63686  0.11
O 2.22954 -0.20333 -0.22684  -0.12
C 2.54633 0.93819 -0.58571  -0.22
C 1.79964 2.16230 -0.50545  -0.15
C 2.51918 3.30238 -0.90831  0.05
C 1.94773 4.53856 -0.85725  -0.15
C 0.62036 4.70577 -0.43112  0.02
C -0.10465 3.61901 -0.04265  0.01
C 0.44358 2.30261 -0.04694  -0.42
O -0.29538 1.33285 0.34247  -0.23
N 2.72786 5.70888 -1.26348  -0.36
O 2.16541 6.78640 -1.25767  0.08
O 3.88958 5.53466 -1.57875  0.07
H 3.55255 1.05536 -1.01625  0.13
H 3.54018 3.20746 -1.25517  0.13
H 0.19528 5.69956 -0.42294  0.12
H -1.13218 3.71892 0.28029  0.12
C 1.38742 -0.52389 -5.13240  -0.04
N -0.03737 -0.41665 -5.38189  -0.13
C -0.66409 -0.65805 -6.59069  -0.04
C -1.97989 -0.44442 -6.40122  -0.04
N -2.14429 -0.07806 -5.07837  -0.13
C -3.40184 0.26785 -4.44226  -0.04
C -0.94853 -0.06283 -4.44518  -0.73
Se -0.64708 0.36290 -2.67852  0.69
H 1.91013 -0.48918 -6.08494  0.09
H 1.61841 -1.45685 -4.61863  0.09
H 1.69943 0.30642 -4.50334  0.07
H -0.11928 -0.94614 -7.47104  0.12
H -2.80690 -0.51092 -7.08419  0.12
H -4.18456 0.24143 -5.19585  0.09
H -3.33298 1.26293 -4.00757  0.08
H -3.62420 -0.44026 -3.64499  0.08

Computed properties:
- Gap between HOMO and LUMO: 7.2602 eV
- Total charge: +1
- 2S+1: 1
- Calculated total energy: -121192.1733 eV
- Energy above the lowest of the compared OMol25 structures with the same formula, charge and spin: 0.236 eV
- Molecular weight: 758.01 g mol⁻¹
- HOMO energy: -9.377 eV
- LUMO level: -0.0778 hartree
- Maximum force: 0.18 eV Å⁻¹